DFT (wB97M-V/def2-TZVPD) results for a 8-piece molecular cluster, C26H52Br6O10 overall.

The LUMO energy (spin up / spin down) is -0.14180 / -0.35748 Eh. The total charge is +1. The spin multiplicity is 2.

Geometry as XYZ:
```
94
Properties=species:S:1:pos:R:3:mulliken_charge:R:1
O 3.4899 10.6005 -21.9049 -0.544
C 3.2413 9.8918 -22.8763 0.580
O 3.4903 10.0907 -24.2171 -0.334
C 4.0600 11.2668 -24.5737 0.021
C 5.5720 11.2823 -24.4192 -1.207
C 2.2853 8.7148 -22.7600 -0.335
H 3.5386 11.9769 -23.9317 0.120
H 3.7391 11.6914 -25.5249 0.392
H 5.9250 10.4812 -25.0686 0.310
H 5.8082 11.0199 -23.3880 0.294
H 6.0324 12.2518 -24.6095 0.368
H 2.6665 7.8618 -22.1986 0.381
H 1.9135 8.3822 -23.7291 0.300
H 1.4231 8.9760 -22.1465 -0.257
O -2.9736 7.7230 -21.5014 -0.538
C -2.6689 7.0797 -20.5255 0.527
O -2.0128 7.6501 -19.4332 -0.363
C -1.6171 9.0904 -19.4670 -0.207
C -0.3732 9.2753 -20.2797 -0.732
C -3.2254 5.6880 -20.2442 -0.261
H -1.3718 9.3160 -18.4292 0.297
H -2.4616 9.7290 -19.7263 0.128
H 0.0253 10.2898 -20.2875 0.348
H -0.5192 9.1352 -21.3507 -0.101
H 0.4286 8.6149 -19.9494 0.435
H -2.5791 4.9162 -20.6621 0.304
H -4.2180 5.6149 -20.6887 -0.566
H -3.2931 5.5152 -19.1701 0.477
O 3.5635 13.8562 -22.2669 -0.613
C 4.2448 13.8536 -21.2275 0.936
O 3.7305 13.5341 -19.9854 -0.352
C 2.3611 13.1726 -19.8711 -0.005
C 1.7882 13.6666 -18.4912 -1.201
C 5.6845 14.0047 -21.1339 -1.195
H 2.2696 12.0956 -20.0117 0.114
H 1.7525 13.5498 -20.6929 0.348
H 0.9246 13.0178 -18.3447 0.327
H 1.6281 14.7446 -18.4698 0.322
H 2.5189 13.4696 -17.7068 0.326
H 6.0014 14.9296 -20.6520 0.341
H 6.0517 14.0313 -22.1599 0.355
H 6.2138 13.2014 -20.6213 0.300
O -7.2533 9.6517 -17.3511 -0.588
C -6.7123 8.6356 -17.7554 0.437
O -7.1012 7.3527 -17.5575 -0.236
C -8.3388 6.9361 -17.0120 -0.187
C -8.7291 5.9133 -17.9924 -1.105
C -5.5675 8.7933 -18.7149 -0.414
H -9.1219 7.6840 -17.1366 0.289
H -8.2055 6.4535 -16.0437 0.295
H -8.9139 6.4166 -18.9414 0.274
H -9.6360 5.3383 -17.8051 0.436
H -7.9250 5.1802 -18.0565 0.212
H -5.8741 9.6819 -19.2667 0.346
H -5.3105 7.9617 -19.3710 -0.008
H -4.6606 8.9711 -18.1370 0.235
O -5.7267 1.3068 -24.3237 -0.561
C -5.4527 0.2755 -23.6581 0.773
O -4.6157 0.1691 -22.6101 -0.348
C -3.7508 1.1780 -22.1494 0.226
C -3.9991 1.5948 -20.7251 -0.815
C -6.1622 -0.9955 -24.0899 -1.131
H -3.7150 2.0523 -22.7994 -0.196
H -2.7643 0.7276 -22.2596 0.396
H -5.0524 1.7384 -20.4843 0.291
H -3.5335 2.5665 -20.5602 0.059
H -3.5270 0.7881 -20.1643 0.370
H -5.4492 -1.6804 -24.5490 0.318
H -6.8757 -0.7750 -24.8839 0.343
H -6.7580 -1.5287 -23.3491 0.338
Br -9.1013 4.1896 -25.1226 -0.116
C -8.2818 4.9001 -23.4870 -0.473
C -7.3347 3.8681 -22.9147 -0.450
Br -6.1597 4.4565 -21.4329 -0.043
H -9.0826 5.0163 -22.7567 0.407
H -7.7307 5.7757 -23.8304 0.303
H -6.6184 3.5147 -23.6564 0.144
H -7.8543 2.9481 -22.6468 0.448
Br -2.5327 4.2950 -23.8977 0.268
C -3.5599 6.0118 -23.9556 -0.115
C -4.6895 5.8951 -24.9429 -0.705
Br -4.0364 5.7947 -26.9167 0.045
H -2.8772 6.8582 -24.0305 0.632
H -4.0476 6.1782 -22.9950 -0.076
H -5.1210 6.8912 -24.8450 0.490
H -5.4229 5.1242 -24.7064 0.328
Br 0.3695 10.8151 -25.2451 -0.196
C -0.3552 11.4983 -23.5579 -0.361
C -1.6788 10.7745 -23.4377 -0.643
Br -2.5110 11.5540 -21.8386 -0.174
H -0.5676 12.5624 -23.6614 0.506
H 0.3534 11.3142 -22.7504 0.101
H -1.5476 9.6924 -23.4348 0.252
H -2.3714 10.9812 -24.2536 0.537
```